138
Properties=species:S:1:pos:R:3:mulliken_charge:R:1 method="wB97M-V/def2-TZVPD" multiplicity=2 s_squared=0.75 e_tot_ev=-62150.6161 orbital_gap_ha="0.048 / 0.294" homo_ev="0.755 / -5.890" total_charge=-1
C -3.70 -0.35 -5.81 -0.512
O -2.97 0.54 -6.56 -0.357
H -4.56 -0.72 -6.37 0.480
H -2.95 -1.08 -5.49 0.055
H -4.01 0.14 -4.89 0.099
H -3.47 0.78 -7.35 0.262
C -0.75 1.94 4.48 -1.982
O -0.30 0.68 4.02 0.272
H -0.30 2.74 3.89 0.466
H -1.83 1.93 4.32 0.306
H -0.57 2.09 5.54 0.157
H 0.61 0.71 3.73 0.150
C -4.62 2.20 -0.39 -0.382
O -5.79 2.88 -0.08 0.046
H -3.85 2.73 0.16 0.175
H -4.70 1.20 0.03 -0.100
H -4.46 2.26 -1.47 -0.045
H -6.02 2.72 0.83 0.156
C 7.90 -5.19 0.02 -1.975
C 6.59 -5.54 -0.76 2.150
C 5.79 -6.62 0.10 -1.042
C 4.82 -6.18 1.12 -0.983
C 3.97 -5.03 0.73 -1.102
C 4.77 -3.84 0.16 1.759
N 5.72 -4.30 -0.88 0.074
O 6.26 -3.27 -1.60 -0.401
C 3.76 -2.75 -0.32 -2.288
C 5.67 -3.14 1.27 -1.546
C 6.84 -6.11 -2.18 -1.982
H 7.81 -4.78 1.03 0.290
H 8.42 -4.47 -0.61 0.470
H 8.64 -5.99 -0.01 0.496
H 5.44 -7.56 -0.33 0.404
H 6.59 -6.94 0.78 0.239
H 5.35 -5.85 2.01 0.283
H 4.27 -7.06 1.47 0.444
H 3.35 -4.77 1.59 0.055
H 3.31 -5.19 -0.12 0.568
H 2.84 -2.74 0.26 0.324
H 4.15 -1.74 -0.47 0.367
H 3.32 -3.04 -1.27 0.573
H 5.03 -2.48 1.85 0.431
H 5.79 -3.83 2.10 0.211
H 6.55 -2.55 1.02 0.302
H 5.90 -6.19 -2.72 0.444
H 7.07 -7.17 -2.10 0.417
H 7.50 -5.42 -2.71 0.367
H 6.67 -2.69 -0.96 0.381
C -0.22 -3.06 6.89 -2.141
C 1.01 -3.81 6.22 2.740
C 0.79 -3.82 4.70 -1.574
C 0.82 -2.42 3.98 0.925
C 2.14 -1.79 4.14 -0.400
C 2.65 -1.76 5.59 2.232
N 2.31 -3.07 6.29 -0.101
O 2.87 -3.05 7.49 -0.582
C 4.23 -1.65 5.40 -2.237
C 1.99 -0.60 6.39 -1.498
C 0.91 -5.13 6.90 -2.446
H -0.09 -2.55 7.85 0.362
H -1.07 -3.71 7.06 0.393
H -0.63 -2.28 6.25 0.346
H 1.62 -4.41 4.30 -0.002
H -0.12 -4.37 4.44 0.397
H -0.02 -1.79 4.28 0.127
H 0.68 -2.76 2.96 -0.076
H 2.18 -0.74 3.84 0.208
H 2.88 -2.38 3.59 -0.338
H 4.67 -2.53 4.94 0.417
H 4.59 -0.77 4.88 0.305
H 4.63 -1.72 6.41 0.518
H 2.50 -0.34 7.32 0.329
H 2.02 0.34 5.84 0.423
H 0.93 -0.81 6.47 0.209
H 0.00 -5.73 6.79 0.439
H 0.91 -5.04 7.99 0.410
H 1.70 -5.82 6.60 0.472
H 3.27 -3.91 7.64 0.379
C 1.04 0.53 -2.74 -1.684
C -0.57 0.23 -2.81 2.113
C -0.79 -1.30 -3.29 -1.207
C -0.49 -2.19 -2.07 0.253
C -1.47 -1.84 -1.02 -2.089
C -1.30 -0.34 -0.46 3.249
N -1.38 0.58 -1.62 0.326
O -1.23 1.92 -1.19 -0.435
C -2.50 -0.04 0.60 -2.550
C 0.02 -0.22 0.46 -1.168
C -1.24 0.94 -3.98 -1.862
H 1.46 0.44 -1.74 0.294
H 1.26 1.54 -3.07 0.351
H 1.65 -0.10 -3.39 0.320
H -1.79 -1.43 -3.72 0.101
H -0.21 -1.60 -4.17 0.467
H 0.48 -2.22 -1.58 -0.441
H -0.67 -3.26 -2.22 0.414
H -1.63 -2.52 -0.18 0.407
H -2.46 -1.87 -1.48 0.368
H -2.46 -0.71 1.46 0.350
H -2.57 0.99 0.94 0.572
H -3.46 -0.44 0.28 0.302
H 0.43 0.75 0.73 0.403
H -0.21 -0.60 1.46 0.083
H 0.89 -0.81 0.15 -0.094
H -2.32 0.76 -3.95 0.039
H -0.94 0.58 -4.96 0.499
H -1.19 2.03 -3.97 0.328
H -2.14 2.19 -1.31 0.237
C -2.49 6.45 -3.86 -1.720
C -3.96 5.85 -4.01 2.317
C -4.39 5.52 -2.53 -0.997
C -4.82 6.72 -1.68 -1.026
C -5.88 7.53 -2.45 -1.304
C -5.38 8.04 -3.90 1.735
N -4.92 6.83 -4.65 0.184
O -4.82 7.08 -5.97 -0.493
C -6.68 8.61 -4.50 -2.032
C -4.33 9.15 -3.77 -1.914
C -4.04 4.55 -4.78 -2.256
H -2.48 7.49 -3.51 0.367
H -1.71 6.03 -3.23 0.334
H -2.20 6.46 -4.91 0.370
H -5.16 4.76 -2.65 0.480
H -3.49 5.19 -1.99 -0.081
H -5.38 6.18 -0.91 0.434
H -3.91 7.20 -1.32 0.417
H -6.33 8.38 -1.93 0.528
H -6.70 6.82 -2.54 0.411
H -6.59 8.86 -5.56 0.398
H -7.23 9.32 -3.87 0.406
H -7.38 7.79 -4.62 0.508
H -3.63 9.15 -4.60 0.367
H -3.72 9.04 -2.88 0.306
H -4.84 10.11 -3.70 0.444
H -3.35 3.80 -4.39 0.410
H -5.06 4.18 -4.81 0.452
H -3.73 4.66 -5.82 0.447
H -5.64 6.76 -6.34 0.348